The following is a DFT calculation (ωB97M-V/def2-TZVPD) of a structure of composition C37H45Br2N6O3RbS2Si.

Atoms and positions in Å:
1 Rb 0.96 0.25 -1.16
2 N 2.56 3.23 -2.74
3 C 3.03 1.96 -2.46
4 S 4.17 1.93 -1.16
5 N 2.59 1.00 -3.20
6 N 3.22 -0.20 -3.06
7 C 2.81 -1.23 -3.70
8 C 1.67 -1.50 -4.58
9 C 1.90 -2.33 -5.67
10 C 0.91 -2.71 -6.55
11 C -0.38 -2.24 -6.35
12 C -0.66 -1.44 -5.27
13 C 0.32 -1.08 -4.30
14 O -0.03 -0.51 -3.22
15 H 2.67 3.89 -1.98
16 H 1.68 3.27 -3.23
17 H 3.50 -2.07 -3.62
18 H 2.92 -2.69 -5.83
19 H 1.13 -3.37 -7.39
20 H -1.17 -2.50 -7.04
21 H -1.67 -1.09 -5.10
22 Br 3.05 3.30 3.08
23 C 2.32 1.88 2.00
24 Br 2.50 0.19 2.92
25 H 2.94 1.82 1.10
26 H 1.21 2.15 1.76
27 C -0.23 3.04 1.32
28 Si -1.93 2.64 1.87
29 C -2.79 1.35 0.73
30 N -2.03 0.12 0.53
31 C -2.50 -0.68 -0.59
32 C -3.90 -1.29 -0.38
33 C -4.05 -1.78 1.07
34 C -2.68 -1.99 1.71
35 C -1.89 -0.68 1.72
36 C -1.96 2.04 3.69
37 C -3.10 1.49 4.27
38 C -3.11 1.07 5.59
39 C -1.97 1.19 6.36
40 C -0.83 1.74 5.81
41 C -0.83 2.16 4.49
42 C -3.27 4.02 1.99
43 C -3.37 4.79 3.15
44 C -4.24 5.86 3.24
45 C -5.03 6.22 2.16
46 C -4.92 5.49 0.98
47 C -4.05 4.42 0.90
48 H 0.15 3.95 1.79
49 H -0.17 3.19 0.23
50 H -2.89 1.82 -0.25
51 H -3.82 1.14 1.08
52 H -1.78 -1.49 -0.74
53 H -2.50 -0.08 -1.50
54 H -4.03 -2.12 -1.08
55 H -4.66 -0.54 -0.61
56 H -4.63 -2.70 1.10
57 H -4.60 -1.04 1.66
58 H -2.15 -2.76 1.14
59 H -2.80 -2.36 2.73
60 H -0.82 -0.94 1.84
61 H -2.17 -0.09 2.59
62 H -4.01 1.41 3.69
63 H -4.01 0.65 6.02
64 H -1.97 0.87 7.40
65 H 0.07 1.84 6.40
66 H 0.05 2.61 4.07
67 H -2.76 4.53 4.00
68 H -4.31 6.43 4.16
69 H -5.71 7.06 2.22
70 H -5.52 5.77 0.13
71 H -3.98 3.87 -0.03
72 N 6.71 0.11 -0.67
73 C 6.91 -1.16 -0.29
74 O 8.04 -1.61 -0.09
75 C 5.70 -2.02 -0.11
76 C 5.90 -3.31 0.39
77 C 4.81 -4.14 0.57
78 C 3.55 -3.63 0.29
79 N 3.35 -2.40 -0.17
80 C 4.40 -1.62 -0.38
81 H 7.53 0.69 -0.76
82 H 5.81 0.55 -0.87
83 H 6.91 -3.63 0.61
84 H 4.92 -5.15 0.93
85 H 2.67 -4.23 0.44
86 H 4.17 -0.66 -0.81
87 O 0.82 -2.88 1.57
88 C 0.81 -1.87 1.05
89 C 1.40 -4.18 -2.50
90 S -0.17 -4.74 -1.79
91 C -1.29 -3.66 -2.73
92 H 1.33 -4.19 -3.58
93 H 2.17 -4.87 -2.16
94 H 1.61 -3.17 -2.15
95 H -0.93 -2.64 -2.69
96 H -2.27 -3.74 -2.28
97 H -1.33 -4.00 -3.77

Computed properties:
HOMO level = -1.7 eV
frontier orbital gap = 5.428 eV
net charge = -2

The following is a DFT calculation (ωB97M-V/def2-TZVPD) of a structure of composition C37H46N4Ti.

Atoms and positions in Å:
1 Ti 0.85 -0.12 0.82
2 N -1.33 -3.24 2.11
3 N 2.33 -1.01 -0.27
4 C 0.96 2.57 0.21
5 C 2.31 2.11 0.27
6 C 2.48 1.37 1.50
7 C 3.73 0.72 1.99
8 H 4.53 0.79 1.25
9 H 3.58 -0.34 2.23
10 H 4.07 1.21 2.91
11 C 1.28 1.54 2.28
12 C 1.17 1.27 3.74
13 H 0.84 2.16 4.29
14 H 2.14 0.95 4.15
15 H 0.46 0.46 3.96
16 C 0.32 2.24 1.45
17 C -0.99 2.77 1.89
18 H -1.51 2.08 2.56
19 H -1.65 2.94 1.03
20 H -0.88 3.73 2.41
21 C 3.40 2.47 -0.66
22 H 4.07 3.21 -0.20
23 H 3.01 2.92 -1.58
24 H 4.02 1.61 -0.93
25 C 0.31 3.27 -0.93
26 H -0.75 2.98 -1.03
27 H 0.80 3.02 -1.88
28 H 0.34 4.37 -0.82
29 C -2.20 -4.11 1.61
30 H -3.09 -4.32 2.21
31 C -2.04 -4.71 0.36
32 H -2.83 -5.36 -0.02
33 C -0.87 -4.45 -0.36
34 H -0.69 -4.90 -1.34
35 C 0.08 -3.62 0.21
36 H 1.03 -3.41 -0.27
37 C -0.19 -2.93 1.43
38 C 0.63 -1.84 1.90
39 H 1.35 -2.13 2.67
40 C 1.35 -0.49 -1.10
41 C 3.43 -1.33 -1.05
42 H 4.30 -1.78 -0.61
43 C 3.17 -0.97 -2.33
44 H 3.77 -1.06 -3.22
45 N 1.87 -0.46 -2.37
46 C 1.22 0.19 -3.45
47 C 1.84 1.25 -4.14
48 C 1.03 2.07 -4.93
49 H 1.48 2.90 -5.48
50 C -0.35 1.85 -5.05
51 C -1.20 2.77 -5.86
52 H -2.10 3.08 -5.31
53 H -1.53 2.27 -6.78
54 H -0.64 3.66 -6.14
55 C -0.91 0.71 -4.46
56 H -1.97 0.48 -4.63
57 C -0.13 -0.14 -3.67
58 C -0.69 -1.43 -3.15
59 H -0.38 -2.28 -3.78
60 H -1.78 -1.41 -3.14
61 H -0.34 -1.64 -2.13
62 C 3.30 1.56 -4.10
63 H 3.78 1.27 -5.05
64 H 3.85 1.05 -3.30
65 H 3.46 2.64 -3.98
66 C -0.92 -1.74 4.71
67 N -2.23 -1.46 4.04
68 C -3.31 -1.41 5.06
69 C -2.18 -0.18 3.19
70 C -2.35 -0.41 1.72
71 C -3.58 -0.92 1.26
72 C -3.86 -0.94 -0.11
73 C -2.96 -0.38 -1.02
74 C -1.69 0.04 -0.57
75 C -1.36 -0.10 0.77
76 H -0.15 -1.77 3.94
77 H -0.99 -2.72 5.20
78 H -0.72 -0.95 5.44
79 H -2.37 -2.26 3.37
80 H -3.05 -0.65 5.81
81 H -4.26 -1.13 4.58
82 H -3.39 -2.39 5.54
83 H -2.98 0.47 3.59
84 H -1.22 0.30 3.42
85 H -4.32 -1.29 1.97
86 H -4.80 -1.36 -0.47
87 H -3.23 -0.27 -2.07
88 H -0.98 0.48 -1.27

Computed properties:
expectation value of S² = 0.761
HOMO level (alpha / beta) = -1.2 / -1.4 eV
spin multiplicity = 2
frontier orbital gap (alpha / beta) = 3.666 / 3.868 eV
net charge = -1

The following is a DFT calculation (ωB97M-V/def2-TZVPD) of a cluster of 6 separate species, C37H47F5N2P in total.

Atoms and positions in Å:
1 C 2.88 -4.24 -0.88
2 C 2.32 -3.29 -2.11
3 C 0.95 -3.97 -2.76
4 N -0.28 -3.18 -2.38
5 P -0.96 -3.62 -0.80
6 C -2.57 -4.34 -1.51
7 C -3.90 -4.08 -0.53
8 C -1.74 -1.86 -0.53
9 N -2.34 -1.29 -1.79
10 C -2.22 0.22 -1.87
11 H 3.13 -3.58 0.05
12 H 3.79 -4.87 -1.25
13 H 1.99 -4.98 -0.58
14 H 3.17 -3.13 -2.93
15 H 2.05 -2.24 -1.60
16 H 1.08 -3.83 -3.94
17 H 0.88 -5.13 -2.58
18 H -0.98 -3.10 -3.15
19 H 0.26 -3.13 -0.19
20 H -0.41 -4.97 -0.83
21 H -1.44 -3.94 0.54
22 H -2.89 -3.96 -2.57
23 H -2.46 -5.53 -1.55
24 H -4.54 -5.08 -0.43
25 H -3.61 -3.74 0.55
26 H -4.60 -3.30 -1.10
27 H -2.47 -1.87 0.40
28 H -0.83 -1.17 -0.19
29 H -3.33 -1.59 -1.94
30 H -1.95 0.58 -2.97
31 H -1.43 0.69 -1.15
32 H -3.26 0.71 -1.60
33 F -1.44 3.13 -2.26
34 C -0.58 3.90 -1.57
35 C 0.69 3.41 -1.28
36 C 1.59 4.21 -0.58
37 C 1.21 5.48 -0.16
38 C -0.07 5.97 -0.45
39 C -0.97 5.17 -1.17
40 H 0.97 2.41 -1.61
41 H 2.58 3.83 -0.35
42 H 1.91 6.10 0.40
43 H -0.37 6.96 -0.12
44 H -1.96 5.53 -1.41
45 F 2.39 -4.18 2.04
46 C 3.29 -4.70 2.89
47 C 3.39 -4.18 4.18
48 C 4.32 -4.73 5.07
49 C 5.14 -5.77 4.65
50 C 5.04 -6.28 3.36
51 C 4.10 -5.74 2.47
52 H 2.74 -3.36 4.48
53 H 4.40 -4.33 6.08
54 H 5.87 -6.19 5.34
55 H 5.68 -7.09 3.03
56 H 4.00 -6.13 1.47
57 F 4.91 5.22 -0.31
58 C 5.75 4.29 -0.79
59 C 5.91 3.10 -0.10
60 C 6.78 2.13 -0.60
61 C 7.48 2.37 -1.79
62 C 7.31 3.57 -2.47
63 C 6.43 4.53 -1.98
64 H 5.37 2.93 0.82
65 H 6.91 1.19 -0.07
66 H 8.16 1.61 -2.17
67 H 7.86 3.76 -3.39
68 H 6.28 5.47 -2.50
69 F -6.01 -1.47 -3.07
70 C -6.60 -0.50 -2.37
71 C -7.79 0.06 -2.83
72 C -8.41 1.07 -2.09
73 C -7.83 1.51 -0.90
74 C -6.64 0.95 -0.45
75 C -6.02 -0.06 -1.18
76 H -8.22 -0.30 -3.76
77 H -9.34 1.50 -2.44
78 H -8.31 2.30 -0.33
79 H -6.18 1.31 0.47
80 H -5.10 -0.52 -0.84
81 F -3.55 5.83 2.03
82 C -2.65 5.31 2.87
83 C -2.55 5.82 4.16
84 C -1.62 5.28 5.05
85 C -0.79 4.23 4.63
86 C -0.90 3.72 3.34
87 C -1.84 4.26 2.46
88 H -3.19 6.64 4.46
89 H -1.54 5.67 6.06
90 H -0.07 3.81 5.32
91 H -0.26 2.91 3.02
92 H -1.94 3.87 1.45

Computed properties:
HOMO level = -3.2 eV
frontier orbital gap = 5.398 eV
net charge = -1

The following is a DFT calculation (ωB97M-V/def2-TZVPD) of a structure of composition C37H47HgN2O4SeSi.

Atoms and positions in Å:
1 Hg 0.19 -0.11 1.51
2 N -1.93 -0.25 -0.24
3 C -2.62 -1.51 -0.36
4 C -1.79 -2.58 -1.07
5 C -0.63 -3.17 -0.26
6 N 0.43 -2.21 -0.05
7 H -2.40 0.39 0.38
8 H -1.76 0.21 -1.13
9 H -3.58 -1.43 -0.90
10 H -2.86 -1.84 0.65
11 H -1.39 -2.16 -2.00
12 H -2.45 -3.40 -1.35
13 H -0.29 -4.09 -0.78
14 H -1.01 -3.48 0.72
15 H 0.74 -1.73 -0.89
16 H 1.27 -2.56 0.39
17 C 4.92 4.52 1.09
18 C 3.73 3.60 1.01
19 C 2.61 4.00 1.97
20 O 3.26 3.59 -0.33
21 C 2.63 2.32 -0.57
22 C 3.18 1.44 0.58
23 O 4.15 2.28 1.24
24 C 3.79 0.05 0.21
25 O 2.77 -0.80 -0.05
26 C 4.59 -0.42 1.45
27 C 5.97 -0.37 1.60
28 C 6.59 -0.84 2.75
29 C 5.84 -1.37 3.79
30 C 4.45 -1.42 3.66
31 C 3.85 -0.97 2.50
32 C 4.75 0.17 -1.00
33 C 5.65 1.22 -1.19
34 C 6.46 1.27 -2.32
35 C 6.40 0.27 -3.27
36 C 5.51 -0.78 -3.09
37 C 4.69 -0.82 -1.97
38 C 1.04 2.46 -0.67
39 O 0.35 2.08 0.44
40 C 0.51 1.63 -1.87
41 C -0.65 2.03 -2.54
42 C -1.21 1.25 -3.55
43 C -0.61 0.06 -3.92
44 C 0.54 -0.35 -3.26
45 C 1.09 0.42 -2.24
46 C 0.76 3.95 -1.00
47 C -0.04 4.70 -0.16
48 C -0.33 6.03 -0.45
49 C 0.18 6.62 -1.59
50 C 0.98 5.87 -2.45
51 C 1.27 4.55 -2.15
52 H 4.62 5.54 0.86
53 H 5.68 4.20 0.38
54 H 5.34 4.49 2.10
55 H 2.29 5.02 1.77
56 H 2.97 3.93 3.00
57 H 1.75 3.34 1.84
58 H 3.01 1.98 -1.53
59 H 2.37 1.22 1.28
60 H 6.59 0.04 0.81
61 H 7.67 -0.79 2.84
62 H 6.32 -1.73 4.69
63 H 3.85 -1.83 4.46
64 H 2.77 -1.03 2.38
65 H 5.70 2.01 -0.45
66 H 7.14 2.10 -2.45
67 H 7.03 0.31 -4.16
68 H 5.44 -1.57 -3.84
69 H 3.96 -1.61 -1.81
70 H -1.14 2.96 -2.26
71 H -2.12 1.59 -4.04
72 H -1.04 -0.55 -4.71
73 H 1.01 -1.29 -3.52
74 H 1.94 0.04 -1.68
75 H -0.42 4.21 0.73
76 H -0.95 6.60 0.23
77 H -0.05 7.66 -1.82
78 H 1.38 6.32 -3.35
79 H 1.89 3.97 -2.83
80 C -2.63 2.57 2.00
81 Si -2.16 1.70 3.60
82 C -3.46 2.18 4.90
83 C -0.53 2.45 4.19
84 Se -2.10 -0.52 3.36
85 H -2.74 3.65 2.15
86 H -3.59 2.18 1.64
87 H -1.87 2.40 1.24
88 H -3.46 3.27 5.06
89 H -3.24 1.69 5.85
90 H -4.45 1.87 4.57
91 H -0.64 3.53 4.34
92 H 0.26 2.28 3.45
93 H -0.22 1.99 5.13

Computed properties:
energy relative to the best compared isomer or geometry (same formula, charge and spin) = 5.7 kcal per mole
expectation value of S² = 0.756
HOMO level (alpha / beta) = -0.1 / -2.2 eV
spin multiplicity = 2
frontier orbital gap (alpha / beta) = 4.697 / 6.729 eV
net charge = -2